1.
Below is a structure of composition C18H27ClInNO4P2, with properties calculated with the ωB97M-V functional and the def2-TZVPD basis.

Structure (XYZ):
```
54
Properties=species:S:1:pos:R:3:forces:R:3:lowdin_charge:R:1
In -0.114386 -0.484729 0.062097 0.1 -0.7 0.4 0.764
P -0.657259 1.145654 1.995308 0.5 -0.9 0.7 0.797
C -1.426998 2.714171 1.705071 0.6 0.5 -0.5 -0.132
C -1.122603 3.284390 0.433169 0.6 0.2 -0.9 -0.328
N -0.665542 2.424196 -0.550327 0.3 -0.3 0.2 0.041
C -0.056781 2.864707 -1.647812 -0.3 0.5 0.4 -0.324
C 0.111596 4.238655 -1.882355 -0.5 0.0 0.1 0.021
C -0.460632 5.139088 -0.975173 0.1 -0.2 -0.4 -0.013
C -1.100220 4.681024 0.163568 0.1 -0.5 0.8 0.019
C 0.429441 1.848081 -2.673008 -0.4 0.1 0.4 -0.252
P -0.365503 0.199756 -2.427806 1.4 0.6 -1.1 0.819
H -1.460800 5.355018 0.942399 0.0 0.0 -0.4 0.131
H 0.592215 4.555050 -2.806290 0.0 0.2 0.3 0.131
H -0.410224 6.201525 -1.174481 0.1 0.0 0.1 0.127
H 0.227600 2.212558 -3.690970 0.0 -0.1 0.2 0.114
H 1.521036 1.696030 -2.607122 -0.3 0.1 0.1 0.116
H -6.235294 2.117186 0.456139 -0.7 0.3 -0.3 0.030
H -1.775584 3.340866 2.538432 0.0 -0.4 -0.5 0.111
H -3.079052 -1.264518 -1.593446 -0.4 0.1 0.9 0.124
O -5.501535 1.748731 0.931081 0.8 -0.5 0.6 -0.064
H -5.729639 1.820993 1.871156 0.0 0.0 -0.4 0.051
H -2.191456 -0.759899 -0.286866 0.3 0.0 0.5 0.006
O -3.171646 -1.103388 -0.614455 -1.4 0.3 -1.0 0.137
H -3.880591 -0.408131 -0.464981 0.6 -0.6 -0.1 0.173
C -2.009756 0.357530 -3.200020 -0.3 0.1 0.0 -0.230
H -1.844291 0.762256 -4.210533 -0.1 -0.2 0.3 0.078
H -2.509239 -0.621345 -3.320270 0.2 0.4 -0.1 0.056
H -2.658179 1.066586 -2.666479 0.2 -0.2 0.0 0.064
C 0.574628 -0.768247 -3.650196 0.0 -0.4 -0.1 -0.228
H 0.291450 -1.824927 -3.578978 0.1 0.2 -0.1 0.063
H 0.380275 -0.403134 -4.671672 0.0 -0.1 0.4 0.074
H 1.650780 -0.691191 -3.443437 -0.3 0.0 0.0 0.068
C 1.035933 1.302311 2.692799 0.2 0.3 0.3 -0.212
H 0.994632 1.530221 3.767764 0.0 0.0 -0.3 0.069
H 1.591526 0.363993 2.546971 -0.3 0.2 0.0 0.039
H 1.603634 2.087418 2.178091 -0.2 -0.1 0.1 0.067
C -1.637678 0.271356 3.254802 0.0 0.2 0.0 -0.230
H -1.239908 -0.741555 3.426458 -0.1 0.4 -0.1 0.068
H -1.601173 0.850895 4.190917 -0.1 -0.3 -0.2 0.071
H -2.675668 0.213223 2.893176 0.3 -0.1 0.2 0.053
Cl 5.577492 -6.584685 2.118141 0.1 -0.1 0.0 0.742
C 4.439625 -5.401125 1.639405 -0.6 0.5 -0.4 -0.656
C 4.802690 -4.043739 1.647391 -0.4 -0.2 -0.1 -0.069
C 3.856682 -3.091967 1.272946 0.5 -0.3 0.2 -0.006
C 2.575696 -3.487294 0.888970 -0.3 0.4 0.1 -0.157
C 2.220932 -4.840106 0.846676 0.3 -0.1 0.1 0.003
C 3.159270 -5.806254 1.215786 -0.1 0.4 -0.1 -0.069
C 1.588169 -2.419584 0.596144 -0.1 -0.7 -0.2 -0.552
O 1.967314 -1.185175 0.655311 -1.5 0.0 -0.5 -0.098
O 0.372234 -2.711485 0.283049 1.0 1.2 0.1 -0.087
H 5.808974 -3.753140 1.937626 -0.2 -0.1 0.0 0.116
H 4.100603 -2.032400 1.282805 0.0 -0.3 0.0 0.122
H 1.212625 -5.104551 0.529789 0.3 -0.1 0.1 0.125
H 2.894587 -6.860895 1.173241 0.2 0.2 0.1 0.116
```
Forces are in eV/Å.

Output
molecular weight	533.64	g/mol
net charge	+2
energy relative to the best compared isomer or geometry (same formula, charge and spin)	56.6	kcal/mol
energy	-65042.07526	eV
F_max	0.037	hartree/bohr
HOMO (alpha / beta)	-13.26 / -13.01	eV

=====

2.
Below is a cluster of 2 separate species, C38H39N4O3 in total, with properties calculated with the ωB97M-V functional and the def2-TZVPD basis.

Structure (XYZ):
```
84
Properties=species:S:1:pos:R:3:forces:R:3:lowdin_charge:R:1
C 1.371414 0.591480 4.557274 -1.0 0.2 -0.7 -0.032
O 0.175431 0.133296 3.886975 2.1 -1.5 2.5 -0.138
C -0.544062 0.822566 3.003180 -3.4 0.9 -2.3 -0.225
C -0.326907 2.258443 2.770774 -0.4 -0.1 -0.2 -0.208
C -0.299880 2.747679 1.445949 0.3 0.2 0.4 -0.119
C -0.060230 4.104451 1.200724 -0.7 -0.1 0.1 -0.080
C -0.105026 5.011757 2.266647 0.4 0.0 -0.2 -0.096
C -0.183361 4.541698 3.584233 -0.1 -0.1 0.2 -0.092
C -0.280406 3.174764 3.846364 0.4 0.2 -0.3 -0.045
C -1.784044 0.218025 2.622376 1.9 1.1 1.9 -0.104
N -2.933999 0.842715 2.191315 -0.5 0.2 -0.8 -0.015
C -3.152367 2.247943 1.967934 -0.2 0.2 0.0 -0.003
C -3.979521 -0.080735 2.099803 -0.6 0.4 -0.3 -0.153
C -3.499707 -1.276726 2.593535 -0.2 -0.7 0.3 -0.157
C -4.308924 -2.410200 2.693140 -0.1 0.3 -0.2 -0.010
C -5.644856 -2.295723 2.270595 0.2 0.5 -0.2 -0.087
C -6.133367 -1.077712 1.753900 0.3 -0.2 0.2 -0.090
C -5.302720 0.053555 1.666062 0.2 -0.3 0.0 -0.013
N -2.175012 -1.062555 2.961213 0.0 -0.3 -0.2 -0.021
C -1.403574 -2.043362 3.672347 0.1 -0.5 0.3 -0.013
H 1.823547 -0.319108 4.963760 0.0 0.3 0.0 0.101
H 2.054880 1.065906 3.839267 -0.3 -0.1 0.4 0.061
H 1.142876 1.306891 5.372698 0.1 -0.4 -0.4 0.093
H -0.534081 2.031006 0.641354 0.4 0.5 0.4 0.110
H 0.092099 4.447801 0.172724 -0.3 0.0 0.4 0.105
H -0.097092 6.086569 2.067739 0.2 -0.4 0.1 0.104
H -0.206602 5.253438 4.417749 -0.1 -0.3 -0.4 0.109
H -0.429123 2.805319 4.865922 0.2 0.2 -0.4 0.120
H -4.231499 2.388441 1.893105 0.1 0.1 0.1 0.085
H -2.777745 2.848915 2.810157 -0.1 -0.2 -0.4 0.107
H -2.699598 2.574094 1.023134 -0.1 0.1 0.3 0.091
H -3.897744 -3.346679 3.070471 -0.3 0.2 -0.1 0.101
H -6.314513 -3.156466 2.331452 0.3 0.3 0.0 0.104
H -7.172346 -1.026305 1.414566 0.4 0.1 0.2 0.104
H -5.666179 0.999014 1.262953 0.0 -0.3 0.1 0.103
H -2.036628 -2.933101 3.759664 0.4 0.1 -0.1 0.079
H -0.491728 -2.290136 3.115967 -0.1 0.0 0.3 0.100
H -1.154409 -1.710770 4.691357 0.0 -0.1 -0.5 0.101
C 6.751338 -1.066546 7.756339 -0.4 0.1 -0.5 -0.042
O 6.042353 -1.181504 6.492957 0.0 0.4 0.2 -0.081
C 5.616192 -0.065252 5.847391 0.3 0.3 -0.2 -0.235
C 5.035311 -0.256084 4.561680 0.8 -0.5 0.9 0.070
C 4.708271 0.844256 3.819161 -0.9 1.1 0.4 -0.126
C 4.872454 2.149898 4.349517 0.1 -1.1 0.5 -0.161
C 5.378322 2.353234 5.632908 0.0 0.1 -0.4 0.016
C 5.784994 1.247106 6.372712 -0.2 -0.7 -0.2 0.009
N 4.356420 3.058402 3.423847 -1.1 -0.8 -2.2 -0.036
C 4.137325 4.468795 3.697793 -0.2 0.5 -0.1 0.027
C 3.882600 2.393290 2.325662 0.6 1.3 1.2 0.090
C 3.991135 1.001045 2.544347 -0.7 -1.7 0.0 -0.134
C 3.296131 -0.020520 1.873377 2.4 1.0 0.0 0.119
C 2.910325 0.059808 0.497761 -1.3 0.6 -1.1 -0.143
C 1.871152 0.837367 -0.007641 1.4 -0.3 -0.6 0.014
N 1.857612 0.766358 -1.378018 -0.1 -0.1 0.5 -0.081
C 0.939193 1.467398 -2.260630 -0.3 -0.1 0.2 0.002
C 2.870616 -0.086424 -1.807109 0.3 0.2 0.8 -0.163
C 3.560213 -0.555720 -0.656412 -1.1 0.5 0.0 -0.112
C 4.720401 -1.289455 -0.787493 1.2 -0.6 -1.0 0.039
C 5.181762 -1.574054 -2.097811 -0.3 0.5 0.7 -0.258
O 6.357458 -2.208358 -2.346822 0.1 -0.1 0.5 -0.089
C 7.214577 -2.485221 -1.220141 -0.4 0.1 -0.5 -0.062
C 4.461063 -1.138370 -3.246051 -0.2 0.1 0.7 0.017
C 3.311821 -0.366819 -3.099393 0.3 -0.4 0.0 0.004
H 7.075270 -2.084460 7.979408 -0.1 0.2 0.0 0.097
H 7.622269 -0.404241 7.668179 -0.2 -0.2 -0.1 0.097
H 6.086475 -0.704099 8.552136 0.1 -0.1 -0.2 0.099
H 4.920152 -1.256519 4.150776 0.0 0.1 0.3 0.134
H 5.474885 3.357117 6.036661 0.1 -0.2 0.0 0.114
H 6.221578 1.376629 7.365787 -0.2 0.0 -0.4 0.113
H 4.571085 4.707136 4.667309 0.0 0.0 -0.2 0.087
H 4.587902 5.101437 2.925538 0.0 -0.2 0.2 0.110
H 3.058108 4.670877 3.730522 0.3 -0.1 0.0 0.100
H 3.440811 2.894041 1.461664 0.1 0.0 0.5 0.161
H 3.306127 -1.004550 2.330551 0.2 -0.1 0.1 0.140
H 1.205881 1.441961 0.575336 -0.2 0.0 -0.2 0.080
H 1.237880 1.291040 -3.299198 -0.1 0.1 0.3 0.083
H -0.078712 1.079760 -2.108418 0.2 0.2 -0.2 0.102
H 0.966923 2.546496 -2.050511 -0.1 -0.3 -0.1 0.096
H 5.296657 -1.577913 0.095379 -0.2 0.0 -0.4 0.109
H 8.105672 -2.922655 -1.666552 0.0 0.0 0.2 0.095
H 7.468457 -1.561448 -0.680162 -0.1 -0.2 -0.2 0.096
H 6.738750 -3.197876 -0.532345 0.1 0.1 -0.2 0.094
H 4.849891 -1.408319 -4.224092 -0.1 0.1 0.2 0.123
H 2.765989 0.010843 -3.959277 0.2 -0.1 0.0 0.108
```
Forces are in eV/Å.

Output
molecular weight	599.76	g/mol
net charge	+1
energy	-52132.59009	eV
F_max	0.082	hartree/bohr
HOMO	-7.93	eV

=====

3.
Below is a structure of composition C7H8MgO4, with properties calculated with the ωB97M-V functional and the def2-TZVPD basis.

Structure (XYZ):
```
20
Properties=species:S:1:pos:R:3:forces:R:3:lowdin_charge:R:1
O 0.585226 3.806261 -3.401533 0.5 -4.1 1.2 0.046
C 0.709648 2.703096 -3.081259 -0.5 4.0 -1.1 0.014
Mg 1.037839 -1.065795 -1.156266 -0.5 1.0 -0.8 0.924
C 2.620742 -0.994852 -2.681704 3.5 -2.5 -1.5 0.116
C -0.819245 -0.905725 -2.791962 -3.2 -2.1 -0.8 0.098
O 3.505727 -1.525022 -3.169554 -2.9 2.2 1.3 0.234
O -1.811056 -1.333467 -3.172302 3.3 1.8 1.0 0.186
C -0.841558 0.645080 2.204453 2.2 0.0 0.2 -0.105
C -1.103700 -0.854251 1.985404 0.4 0.1 -1.0 -0.084
C -0.017563 -1.298444 0.966182 0.2 2.2 0.7 -0.106
O 0.322926 -0.008740 0.215340 0.1 -0.7 0.5 -0.314
C -0.044784 1.207747 1.011120 -0.9 -0.3 -0.4 -0.066
H -1.719761 1.227461 2.424421 -0.3 0.0 0.0 0.134
H -0.125063 0.727002 3.018593 -0.4 0.1 0.5 0.128
H -2.086166 -0.950226 1.532042 -0.1 -0.5 0.2 0.132
H -0.972181 -1.417852 2.906525 -0.4 0.0 -0.1 0.139
H 0.928664 -1.624923 1.425389 -0.4 -0.2 0.1 0.148
H -0.376298 -1.974313 0.181234 -0.4 -0.5 0.1 0.110
H -0.630618 1.828806 0.350987 -0.4 -0.1 -0.3 0.126
H 0.837222 1.808158 1.232887 0.2 -0.6 0.3 0.140
```
Forces are in eV/Å.

Output
molecular weight	180.44	g/mol
net charge	+2
energy relative to the best compared isomer or geometry (same formula, charge and spin)	0.0	kcal/mol
energy	-21005.04574	eV
F_max	0.087	hartree/bohr
HOMO	-18.94	eV

=====

4.
Below is a cluster of 6 separate species, C18H43ClN5O8 in total, with properties calculated with the ωB97M-V functional and the def2-TZVPD basis.

Structure (XYZ):
```
75
Properties=species:S:1:pos:R:3:forces:R:3:lowdin_charge:R:1
Cl 1.448522 -1.054034 0.321258 0.2 -1.0 -1.4 0.732
O 0.154502 -1.247164 0.810088 0.1 0.4 0.3 -0.438
O 2.365482 -0.663114 1.333888 1.7 -1.0 -0.3 -0.302
O 1.748412 -2.308454 -0.214352 2.9 -0.6 0.3 -0.284
O 1.386952 -0.007524 -0.670742 0.1 -1.1 -0.3 -0.409
C -5.098648 1.432616 -0.898492 0.6 0.5 -0.1 -0.084
C -3.744838 1.425006 -0.049192 -2.5 0.4 -2.0 -0.255
N -3.125618 0.140726 -0.260292 1.0 -0.2 1.8 -0.142
C -2.107638 -0.048424 0.851548 -1.0 -2.1 -1.1 -0.197
C -1.992098 -1.520054 1.205708 -1.1 -0.9 0.8 -0.102
C -2.604258 -0.165944 -1.611112 -0.6 0.2 0.2 -0.231
C -1.470748 0.747056 -2.041752 -0.8 0.6 -0.1 -0.084
H -5.714578 2.330896 -0.941182 0.2 0.5 0.9 0.050
H -5.766528 0.623196 -0.603762 0.3 -0.2 0.0 0.066
H -4.900138 1.372036 -1.968542 0.4 -0.6 0.0 0.045
H -3.145398 2.292636 -0.324872 0.3 0.3 -0.3 0.092
H -4.020538 1.628386 0.985568 0.1 -0.6 0.1 0.102
H -1.099788 0.250736 0.563748 -1.1 0.3 0.0 0.057
H -2.445658 0.389906 1.790538 -0.1 0.8 -0.4 0.110
H -2.782668 -1.919554 1.840918 -1.1 0.2 -0.8 0.082
H -1.780088 -2.156384 0.346498 -0.5 -0.1 0.1 0.091
H -1.181718 -1.696584 1.912968 -1.3 0.4 -1.4 0.013
H -3.414938 -0.126564 -2.338682 -0.3 0.7 0.1 0.104
H -2.372818 -1.220154 -1.763332 0.2 0.0 0.9 0.081
H -1.903888 1.746246 -1.995862 0.3 0.3 -0.2 0.071
H -1.178008 0.518016 -3.066422 0.0 0.4 0.1 0.075
H -0.607358 0.717126 -1.377092 -0.1 -0.1 -0.2 0.050
C 0.269262 -2.874654 2.984508 0.6 0.0 1.0 -0.317
O -0.146438 -3.915994 3.453668 -0.2 -0.4 -0.4 0.030
N -0.254858 -1.670764 3.260438 1.3 0.6 1.0 -0.242
C -1.438218 -1.499884 4.026178 0.2 -1.7 2.4 -0.061
C 0.508222 -0.486104 3.060388 -0.8 0.3 2.2 -0.107
H 1.154162 -2.759934 2.339528 -0.1 -0.5 0.2 0.139
H -1.095868 -1.528024 5.060638 -0.2 0.4 0.6 0.095
H -1.995598 -2.435954 3.991728 -0.4 0.3 -0.4 0.096
H -2.044568 -0.600054 3.922488 0.3 -0.1 -0.8 0.102
H 1.460072 -0.561934 2.534728 -1.4 -0.3 0.8 0.047
H -0.151738 0.278716 2.650988 -0.6 -2.3 0.7 0.046
H 0.839502 -0.035694 3.996058 -0.3 -0.1 1.0 0.116
C 3.533332 0.937036 -0.109532 -0.6 2.5 -2.9 -0.420
O 4.524072 0.501016 0.362028 3.1 -1.5 1.3 0.055
N 3.565272 1.740656 -1.247552 -0.2 -1.0 -1.3 -0.115
C 4.682792 2.183096 -2.076652 1.2 1.0 2.7 -0.053
C 2.395882 2.167216 -1.916022 -2.1 0.4 -0.9 -0.136
H 2.547862 0.807846 0.364138 1.8 1.3 -1.3 0.057
H 4.606142 3.270266 -2.059982 -0.2 0.3 -0.4 0.083
H 4.831012 1.893066 -3.116852 -0.6 -0.8 0.2 0.084
H 5.579732 2.056766 -1.470302 0.3 -0.6 -0.4 0.082
H 2.235992 3.227666 -1.721152 0.7 -0.8 -2.0 0.039
H 2.396092 2.010156 -2.994642 0.2 -0.6 -0.1 0.098
H 1.493022 1.748536 -1.471452 0.3 -0.2 -0.5 0.065
C 1.335322 3.427626 0.017698 -0.2 -1.6 2.7 -0.326
O 2.281812 4.045886 -0.402142 -0.2 2.7 1.8 -0.013
N 1.438462 2.576156 1.109688 -0.1 1.4 -1.8 -0.125
C 0.450192 1.557786 1.380648 -0.1 1.6 0.8 -0.101
C 2.676082 2.533996 1.861578 -0.5 -0.6 1.3 -0.022
H 0.332852 3.369016 -0.433752 0.0 0.3 -0.1 0.149
H 0.473272 1.243156 2.423998 0.9 2.8 -0.7 0.047
H 0.541842 0.571136 0.926538 -0.2 2.3 0.0 0.025
H -0.565538 1.917606 1.216578 0.2 0.4 -0.2 0.111
H 2.297452 2.303596 2.857398 0.5 0.2 0.5 0.095
H 3.292892 1.677676 1.588888 0.0 0.7 0.6 0.061
H 3.273672 3.445376 1.880608 -0.4 0.0 -0.4 0.106
C 0.954982 -3.875254 -2.081422 0.9 1.2 1.2 -0.330
O 1.166802 -5.014574 -2.417262 -1.0 -1.2 -1.1 0.006
N -0.033278 -2.994184 -2.428412 -0.7 -2.7 -1.2 -0.143
C 0.031132 -1.618444 -2.101602 0.5 -0.1 -0.9 -0.119
C -1.187498 -3.407394 -3.212212 -0.5 0.1 -0.4 -0.054
H 1.610942 -3.431704 -1.316462 -0.3 -0.6 -1.5 0.087
H 1.056482 -1.307574 -1.901332 -0.9 -0.7 -0.5 0.085
H -0.675168 -1.436284 -1.291622 0.7 0.4 -0.2 0.057
H -0.209738 -1.038644 -2.992622 -0.4 -0.2 0.0 0.090
H -2.159618 -3.349404 -2.722602 0.1 0.1 0.9 0.074
H -1.350648 -2.701654 -4.026712 0.4 0.0 -0.5 0.079
H -1.173758 -4.427544 -3.595892 0.7 0.1 0.0 0.083
```
Forces are in eV/Å.

Output
molecular weight	493.02	g/mol
net charge	-1
energy relative to the best compared isomer or geometry (same formula, charge and spin)	244.6	kcal/mol
energy	-55699.57945	eV
F_max	0.075	hartree/bohr
HOMO	-5.70	eV

=====

5.
Below is the ion C5H11NO with charge +1, with properties calculated with the ωB97M-V functional and the def2-TZVPD basis.

Structure (XYZ):
```
18
Properties=species:S:1:pos:R:3:forces:R:3:lowdin_charge:R:1
O 2.101448 2.190725 0.332336 -0.4 -0.7 0.7 0.185
C 1.335173 1.446287 0.837389 0.8 1.1 -0.1 -0.089
C 0.025995 0.921056 0.077790 -1.3 -1.2 -1.8 -0.267
C -0.407877 -0.494349 0.531182 0.9 -0.3 -1.2 -0.358
C -1.802523 -0.774792 -0.086586 1.2 0.4 0.6 -0.033
C 0.639990 -1.541454 0.057021 -0.6 1.2 0.3 -0.030
N 0.279464 1.092279 -1.313776 0.4 1.5 1.1 0.265
H 1.352286 1.076746 1.877052 0.1 -0.1 0.0 0.176
H -0.814973 1.571625 0.349863 0.5 0.5 0.1 0.174
H -0.439141 -0.416335 1.616262 -0.2 -0.3 0.2 0.140
H -1.686459 -0.707932 -1.164015 -0.4 0.1 -0.2 0.088
H -2.087841 -1.791311 0.152197 -0.3 -0.1 0.2 0.091
H -2.497544 -0.044174 0.321222 -0.4 -0.2 -0.3 0.090
H 1.523553 -1.408592 0.680333 0.1 -0.7 0.0 0.087
H 0.938244 -1.349599 -0.975478 -0.1 0.0 0.0 0.076
H 0.189621 -2.526473 0.058535 0.4 -0.3 0.4 0.092
H 0.302458 2.099058 -1.518779 -0.4 -0.4 -0.5 0.157
H 1.048125 0.657235 -1.832549 -0.5 -0.6 0.4 0.156
```
Forces are in eV/Å.

Output
molecular weight	101.15	g/mol
net charge	+1
expectation value of S²	0.756
energy relative to the best compared isomer or geometry (same formula, charge and spin)	42.5	kcal/mol
energy	-8891.49176	eV
spin multiplicity	2
F_max	0.049	hartree/bohr
HOMO (alpha / beta)	-15.68 / -15.72	eV

=====

Question: Which of these has the highest molecular weight?
Answer: C38H39N4O3

=====

Question: Which of these has the lowest molecular weight?
Answer: C5H11NO

=====

Question: What is the formula in the third record?
Answer: C7H8MgO4